ORCA calculation (ωB97M-V/def2-TZVPD) on the molecule C2H5NO.

## Properties
* calculated total energy: -5689.2355 eV
* HOMO: -9.013 eV
* SMILES: C=[N+](C)[O-]
* energy above the lowest of the compared OMol25 structures with the same formula, charge and spin: 385.4 kJ/mol
* Kohn-Sham gap: 9.767 eV

```
9
C2H5NO | the OMol25 dataset | ωB97M-V/def2-TZVPD
C -0.18 -1.29 0.09
C 0.45 0.98 -0.03
N -0.43 -0.10 -0.06
O -1.73 0.45 -0.19
H -0.96 -2.00 -0.08
H 0.81 -1.68 0.17
H 0.71 1.25 0.95
H 1.47 0.67 -0.36
H -0.13 1.73 -0.48
```